(1)
Formula: C43H33IrO4P2S
Source: the Open Molecules 2025 dataset
Level of theory: ωB97M-V/def2-TZVPD

Cartesian coordinates (Å):
Ir 0.15812 -0.11647 0.27428
O -0.54661 1.22993 -3.05376
S -0.31775 0.03895 -2.23677
C -1.77032 -1.01759 -2.48130
C -2.32369 -1.04695 -3.75288
C -3.45055 -1.81744 -3.99150
C -4.02954 -2.53602 -2.95379
C -3.50242 -2.46128 -1.67429
C -2.37247 -1.68331 -1.41612
P -1.79643 -1.48322 0.30381
C -2.98238 -0.34846 1.09363
C -2.59413 0.21741 2.31184
C -3.44141 1.09273 2.97230
C -4.66894 1.42674 2.41084
C -5.05751 0.86254 1.20493
C -4.21855 -0.02171 0.54122
C -2.13008 -3.09545 1.05783
C -1.49775 -4.22263 0.52959
C -1.81798 -5.47863 1.01179
C -2.74974 -5.61617 2.03323
C -3.35519 -4.49428 2.57926
C -3.04346 -3.22986 2.10161
C 1.01249 -0.88717 -3.02419
C 1.03672 -0.96310 -4.40882
C 2.10370 -1.58248 -5.03551
C 3.15115 -2.09954 -4.28256
C 3.13517 -1.98689 -2.90280
C 2.06102 -1.37692 -2.25551
P 2.15776 -1.13266 -0.44833
C 3.65922 -0.15232 -0.23213
C 3.51537 1.23598 -0.24341
C 4.63069 2.04590 -0.11648
C 5.88672 1.47283 0.02649
C 6.02974 0.09195 0.03725
C 4.91965 -0.72801 -0.08668
C 2.43066 -2.76861 0.25498
C 2.96737 -2.84943 1.54286
C 3.11872 -4.08469 2.14816
C 2.71256 -5.23621 1.48534
C 2.16111 -5.15565 0.21344
C 2.00517 -3.92401 -0.40098
H -1.88420 -0.45043 -4.54160
H -3.87459 -1.85024 -4.98593
H -4.91254 -3.13421 -3.13496
H -3.98482 -2.99070 -0.86182
H -1.62799 -0.02990 2.73923
H -3.14421 1.51539 3.92299
H -5.32397 2.12023 2.92187
H -6.02132 1.10748 0.77634
H -4.52976 -0.46502 -0.39633
H -0.76917 -4.11306 -0.26596
H -1.34752 -6.35564 0.58749
H -3.00179 -6.59935 2.40705
H -4.08170 -4.59696 3.37393
H -3.52499 -2.36227 2.52990
H 0.24203 -0.51588 -4.99035
H 2.12588 -1.64729 -6.11472
H 3.99588 -2.56679 -4.77016
H 3.96826 -2.35415 -2.31672
H 2.52646 1.67263 -0.34262
H 4.51562 3.12129 -0.12018
H 6.75793 2.10404 0.13773
H 7.00991 -0.35275 0.14529
H 5.03506 -1.80447 -0.06416
H 3.27332 -1.94672 2.05867
H 3.55144 -4.14994 3.13718
H 2.82370 -6.20083 1.96209
H 1.85574 -6.05450 -0.30583
H 1.57793 -3.85864 -1.39470
O -2.11613 5.38954 1.54906
C -2.45247 4.73645 0.49907
C -3.45835 5.29424 -0.34914
C -3.83889 4.62706 -1.47617
C -3.24807 3.39248 -1.79144
C -2.25101 2.84356 -0.96216
C -1.85328 3.47969 0.17491
C -0.81062 2.93300 1.13309
O -0.56951 3.61581 2.12512
O -0.19639 1.84870 0.84770
H -1.42986 4.84089 2.04818
H -3.86677 6.26000 -0.07996
H -4.59101 5.05646 -2.12354
H -3.56091 2.85574 -2.67791
H -1.79873 1.90379 -1.21538

Atomic forces in eV per Å
Ir -0.090 -0.386 -0.562
O -0.066 0.535 -0.127
S 0.063 -1.087 0.501
C 0.147 0.155 0.181
C 0.055 0.042 -0.081
C 0.061 0.047 0.012
C -0.047 0.009 0.010
C 0.015 0.026 -0.010
C 0.137 -0.080 0.078
P -0.545 0.372 -0.070
C 0.133 0.074 -0.066
C -0.065 -0.016 -0.086
C 0.031 0.063 0.016
C 0.051 -0.030 0.052
C -0.063 0.054 -0.120
C 0.068 -0.069 -0.007
C 0.391 0.051 0.050
C -0.033 0.090 -0.015
C 0.068 -0.058 -0.035
C -0.024 0.040 0.037
C 0.003 -0.011 0.022
C 0.007 0.029 -0.093
C -0.055 0.110 0.338
C -0.114 0.041 -0.083
C -0.033 0.008 -0.027
C 0.033 0.008 0.080
C -0.045 0.013 -0.008
C -0.018 -0.044 0.158
P 0.217 0.242 -0.460
C -0.207 0.059 0.209
C -0.003 -0.149 0.017
C -0.030 0.052 -0.014
C -0.009 0.002 -0.004
C 0.058 -0.065 -0.006
C -0.058 0.012 -0.048
C -0.288 0.131 0.176
C -0.014 0.025 -0.040
C -0.016 0.001 0.037
C -0.014 -0.009 -0.034
C -0.026 -0.041 -0.008
C 0.102 0.111 -0.043
H -0.037 -0.042 -0.015
H -0.015 -0.015 0.009
H 0.018 -0.016 -0.005
H 0.029 -0.044 -0.005
H -0.027 0.015 0.074
H 0.015 0.014 -0.013
H -0.017 -0.032 0.009
H 0.017 -0.002 0.016
H -0.037 0.060 0.013
H -0.041 -0.043 -0.012
H 0.021 0.004 0.013
H 0.000 -0.006 -0.015
H 0.024 -0.020 0.015
H -0.032 0.012 -0.003
H 0.052 -0.012 -0.026
H 0.004 0.003 0.000
H -0.021 -0.010 -0.027
H 0.023 -0.034 -0.044
H 0.038 0.076 0.014
H 0.030 0.000 0.004
H 0.002 0.001 -0.014
H 0.004 0.022 0.019
H 0.022 -0.001 0.014
H 0.030 -0.029 0.029
H -0.012 -0.003 0.003
H 0.033 0.002 -0.003
H -0.002 -0.013 0.019
H 0.015 -0.043 -0.008
O -0.832 0.730 -0.358
C -0.127 0.219 0.169
C -0.077 0.273 -0.189
C -0.091 0.096 0.009
C -0.102 0.105 -0.078
C 0.062 -0.044 0.402
C 0.351 -0.648 0.120
C 0.081 -0.175 -0.679
O 0.201 -0.120 0.455
O -0.062 0.111 0.024
H 0.646 -0.586 0.215
H -0.021 -0.047 0.034
H -0.001 -0.058 -0.024
H 0.060 0.015 -0.001
H -0.002 -0.070 -0.087

The HOMO-LUMO gap (spin up / spin down) is 7.9 / 5.7 eV. As for the spin multiplicity: 5. The total charge is +2.

(2)
Formula: C43H35BN9O4SeV
Source: the Open Molecules 2025 dataset
Level of theory: ωB97M-V/def2-TZVPD

Cartesian coordinates (Å):
V -0.79977 -0.66443 0.10912
C 3.33866 -2.79315 -2.82037
C 2.06547 -2.05750 -2.56174
C 1.14636 -1.59217 -3.48125
C 0.15872 -0.95682 -2.73637
N 0.44934 -1.03339 -1.42975
N 1.64106 -1.71721 -1.33543
B 2.50298 -1.81908 -0.02554
N 1.59914 -2.08065 1.20978
N 0.55493 -1.26342 1.50582
C 0.22010 -1.48919 2.78072
C 1.04014 -2.48962 3.30614
C 1.90478 -2.83101 2.28192
C 3.00336 -3.84054 2.27575
C -0.89724 -0.77147 3.41742
C -1.73972 -1.43436 4.30787
C -2.82666 -0.77645 4.85791
C -3.09449 0.54628 4.51380
C -2.24745 1.21882 3.64509
C -1.13898 0.56726 3.11582
N 3.28180 -0.49936 0.15047
N 2.57720 0.65453 0.16701
C 3.46992 1.62428 0.14317
C 4.78532 1.10198 0.11766
C 4.61904 -0.26317 0.10863
C 5.64840 -1.35142 0.12151
C 3.03866 3.03777 0.15405
C 1.95503 3.43920 0.93139
C 1.53650 4.76227 0.92885
C 2.20624 5.70474 0.15772
C 3.28727 5.31259 -0.62337
C 3.69632 3.98445 -0.62947
C -1.04301 -0.29154 -3.27545
C -1.32397 1.03360 -2.95970
C -2.47496 1.63485 -3.44474
C -3.34580 0.91930 -4.25959
C -3.05390 -0.39688 -4.59933
C -1.90450 -1.00118 -4.10773
H 3.34495 -3.13830 -3.85345
H 4.20539 -2.14540 -2.67152
H 3.44595 -3.65396 -2.16043
H 1.19350 -1.67976 -4.55590
H 3.27747 -2.72948 -0.12553
H 1.02751 -2.88607 4.30890
H 2.95601 -4.42831 3.19132
H 2.90596 -4.51370 1.42221
H 3.98678 -3.36725 2.21791
H -1.56824 -2.48253 4.52604
H -3.48860 -1.30538 5.53246
H -3.96347 1.04885 4.92011
H -2.44350 2.24656 3.36529
H -0.45631 1.10086 2.46767
H 5.71835 1.64811 0.11828
H 6.64382 -0.90943 0.15853
H 5.53190 -2.00049 0.99232
H 5.59135 -1.98613 -0.76508
H 1.42566 2.69342 1.51274
H 0.67588 5.05485 1.51883
H 1.87807 6.73814 0.15405
H 3.80258 6.03876 -1.24195
H 4.52259 3.66920 -1.25804
H -0.64725 1.58024 -2.31254
H -2.70473 2.65789 -3.16820
H -4.25533 1.38427 -4.62036
H -3.73263 -0.95967 -5.23036
H -1.68807 -2.04026 -4.33327
O -6.86443 2.46597 0.38728
C -6.75270 1.41677 -0.28088
O -7.60144 0.67996 -0.82833
C -5.29622 0.90689 -0.41424
C -5.02823 -0.33867 -0.96835
C -3.73210 -0.80822 -1.02067
N -2.69143 -0.08162 -0.58621
C -2.94894 1.16273 -0.11120
C -4.21665 1.67440 0.01759
C -1.70438 1.93108 0.28734
O -1.74697 3.06821 0.68261
O -0.61252 1.19280 0.15873
H -5.85593 -0.93262 -1.33258
H -3.49948 -1.78673 -1.41627
H -4.37696 2.65572 0.44080
Se -0.63433 -3.84108 -0.96633
N -1.41076 -2.51289 0.05990
C -2.47579 -3.11713 0.70542
C -3.36990 -2.45830 1.56376
C -4.40636 -3.15966 2.14195
C -4.58236 -4.53098 1.88037
C -3.72971 -5.20193 1.03721
C -2.65584 -4.50896 0.42504
N -1.78948 -5.08938 -0.43272
H -3.26164 -1.39989 1.76223
H -5.09801 -2.64164 2.79543
H -5.41238 -5.05574 2.33891
H -3.86011 -6.25364 0.80708

Atomic forces in eV per Å
V -0.375 -0.697 0.229
C -0.004 0.032 -0.002
C 0.015 0.013 0.012
C 0.078 -0.094 -0.200
C 0.007 0.079 0.001
N 0.963 -0.400 -0.866
N -0.200 0.136 0.383
B -0.067 0.200 -0.039
N -0.033 0.221 -0.145
N 0.736 -0.031 0.623
C 0.033 -0.105 -0.030
C 0.031 0.013 0.129
C 0.002 -0.013 -0.030
C 0.027 0.006 0.016
C 0.039 -0.061 -0.040
C -0.062 -0.060 0.011
C -0.019 0.062 -0.034
C 0.024 -0.056 0.007
C -0.013 -0.034 -0.012
C -0.017 0.041 -0.016
N -0.184 -0.309 -0.148
N 0.134 -0.189 0.004
C 0.072 0.324 0.073
C 0.031 0.126 -0.155
C -0.078 -0.101 0.147
C -0.063 0.054 -0.003
C 0.078 -0.046 -0.023
C -0.116 -0.020 -0.025
C 0.024 -0.010 -0.013
C 0.035 -0.046 -0.030
C -0.018 -0.065 0.019
C 0.032 0.081 0.070
C -0.021 -0.046 0.134
C 0.065 0.093 -0.063
C -0.074 -0.010 -0.061
C 0.053 -0.013 0.032
C 0.017 0.023 0.026
C -0.065 -0.015 0.017
H 0.016 0.010 0.014
H -0.030 -0.006 0.017
H -0.020 0.029 -0.030
H -0.019 0.000 0.096
H -0.101 0.034 -0.063
H -0.004 -0.002 -0.069
H 0.016 0.009 -0.009
H 0.003 0.033 0.051
H -0.078 -0.025 0.006
H -0.003 0.045 -0.004
H 0.008 0.010 -0.009
H 0.017 -0.018 -0.012
H 0.015 -0.016 0.018
H 0.014 -0.005 0.031
H -0.108 -0.063 0.011
H -0.026 -0.003 0.000
H 0.017 0.034 -0.028
H -0.013 0.020 0.013
H 0.011 0.054 -0.047
H 0.028 -0.049 -0.034
H 0.016 -0.049 0.000
H -0.013 -0.025 0.022
H -0.023 0.029 0.028
H -0.015 -0.025 -0.050
H 0.018 -0.054 -0.031
H 0.028 -0.018 0.021
H 0.032 0.034 0.044
H -0.006 0.051 -0.009
O -0.043 -0.343 -0.342
C -0.277 -0.055 0.227
O 0.253 0.395 0.165
C 0.032 0.001 -0.072
C -0.054 0.034 -0.027
C 0.241 0.188 -0.012
N -0.695 0.424 0.170
C 0.264 -0.156 0.007
C -0.066 -0.020 -0.099
C 0.093 -0.676 -0.163
O 0.103 0.273 0.138
O -0.331 1.617 0.061
H -0.005 0.035 0.012
H 0.050 -0.059 0.011
H -0.034 0.009 -0.011
Se -0.111 0.058 0.155
N -0.643 -1.020 -0.067
C 0.198 0.053 -0.121
C 0.001 -0.095 0.025
C 0.040 0.007 -0.007
C 0.042 -0.014 -0.063
C 0.046 0.018 -0.034
C 0.066 0.071 -0.045
N -0.127 0.004 0.082
H 0.026 0.066 0.055
H 0.023 -0.016 -0.036
H 0.037 0.004 -0.019
H 0.006 0.079 0.041

The energy relative to the best compared isomer or geometry (same formula, charge and spin) is 115.93 kJ/mol. The HOMO-LUMO gap (spin up / spin down) is 5.8 / 7.1 eV. As for the spin multiplicity: 4. The total charge is -1.

(3)
Formula: C43H35Br2IN6OS2SbSn
Source: the Open Molecules 2025 dataset
Level of theory: ωB97M-V/def2-TZVPD

Cartesian coordinates (Å):
Sn -0.07946 -0.20454 -0.95793
Br -1.36796 8.94929 8.85345
C -1.28066 7.94185 7.25877
C -1.72545 8.50289 6.07228
C -1.65166 7.75485 4.90894
C -1.15153 6.46222 4.94244
C -0.70176 5.90772 6.13740
C -0.76449 6.65063 7.29958
N -1.12287 5.78264 3.68782
N -0.82795 4.57166 3.74992
C -0.78216 3.92536 2.48864
C -1.14566 4.51283 1.30237
C -1.08336 3.82343 0.08710
C -0.65129 2.51296 0.03637
O -0.54645 1.82068 -1.07424
C -0.28609 1.88647 1.27068
N 0.12445 0.58664 1.19054
C 0.50926 -0.03760 2.28275
C 0.49143 0.58054 3.54149
C 0.06300 1.87397 3.64827
C -0.33982 2.57791 2.49330
H -2.11834 9.50889 6.05837
H -1.98129 8.16486 3.96437
H -0.30267 4.90399 6.14945
H -0.41441 6.23903 8.23521
H -1.48197 5.53998 1.31952
H -1.36699 4.30928 -0.83531
H 0.85541 -1.05512 2.17267
H 0.82076 0.02517 4.40637
H 0.03259 2.37806 4.60264
C -5.25960 1.16493 -2.33070
C -5.26482 1.11085 -0.80733
C -4.19570 0.21055 -0.27698
N -3.04266 0.07619 -0.81625
N -2.21877 -0.76620 -0.11378
C -2.78228 -1.27850 0.94800
N -2.17942 -2.18942 1.73091
S -4.40096 -0.73285 1.17850
H -6.01868 1.85991 -2.68336
H -5.46731 0.18392 -2.75398
H -4.29017 1.49291 -2.69950
H -6.23432 0.77795 -0.43017
H -5.09536 2.10762 -0.39177
H -1.20941 -2.42007 1.51547
H -2.52547 -2.35925 2.65895
Br 6.79981 -0.43995 -0.53854
C 6.12486 1.28193 -0.92501
C 7.04261 2.30162 -1.14491
C 6.60231 3.58191 -1.42541
C 5.24432 3.85252 -1.49315
C 4.32565 2.83813 -1.27991
C 4.76435 1.55012 -0.99172
I 3.33116 0.06689 -0.69113
H 8.09879 2.08232 -1.09282
H 7.32480 4.36753 -1.59152
H 4.89626 4.85071 -1.71211
H 3.26626 3.04180 -1.33581
S 0.86346 -2.87140 0.41729
Sb 0.48595 -3.84937 -1.61976
C 0.45002 -5.93111 -1.39918
C -0.37027 -6.51062 -0.43749
C -0.37220 -7.88621 -0.27955
C 0.44829 -8.67700 -1.07170
C 1.27082 -8.09665 -2.02365
C 1.27422 -6.71902 -2.19062
C 2.10756 -3.46567 -2.88822
C 3.35385 -3.53545 -2.27076
C 4.50482 -3.32484 -3.01452
C 4.41272 -3.03945 -4.36700
C 3.17255 -2.97703 -4.98454
C 2.01670 -3.19737 -4.24990
C -1.38592 -3.20989 -2.32660
C -2.45849 -3.45229 -1.47111
C -3.73608 -3.05194 -1.82855
C -3.94439 -2.40059 -3.03387
C -2.87826 -2.15222 -3.88349
C -1.59861 -2.55941 -3.53585
H -0.99556 -5.89907 0.20147
H -1.00947 -8.34293 0.46549
H 0.44877 -9.74993 -0.94174
H 1.91203 -8.71401 -2.63755
H 1.91945 -6.26965 -2.93596
H 3.43035 -3.72582 -1.20680
H 5.47141 -3.36380 -2.53110
H 5.31094 -2.86632 -4.94317
H 3.10211 -2.76066 -6.04194
H 1.06262 -3.17418 -4.75804
H -2.30310 -3.93508 -0.51223
H -4.56656 -3.24698 -1.16356
H -4.94015 -2.08525 -3.31178
H -3.03947 -1.63633 -4.81985
H -0.77894 -2.33310 -4.20334

Atomic forces in eV per Å
Sn -0.120 -0.027 -0.225
Br 0.001 0.005 0.003
C -0.001 -0.017 -0.034
C 0.025 -0.018 0.079
C 0.015 0.024 0.034
C 0.002 -0.235 -0.230
C -0.017 0.030 0.038
C -0.025 0.065 0.010
N 0.121 -0.449 0.238
N -0.057 0.656 -0.093
C -0.044 -0.003 0.198
C -0.001 0.027 -0.123
C -0.006 -0.023 -0.023
C 0.019 -0.017 0.177
O -0.047 -0.021 -0.022
C -0.031 -0.064 -0.146
N 0.067 -0.014 0.071
C 0.024 0.081 0.048
C -0.008 -0.005 -0.029
C 0.006 0.018 0.028
C -0.038 -0.011 -0.077
H -0.005 0.018 0.011
H -0.010 -0.002 -0.024
H 0.002 0.003 -0.015
H 0.000 0.002 0.022
H -0.008 0.001 0.007
H -0.008 0.024 -0.044
H 0.023 -0.033 -0.016
H 0.017 -0.030 0.033
H 0.001 0.017 0.034
C 0.005 0.077 0.008
C -0.085 0.000 0.033
C -0.079 0.132 -0.107
N -0.121 -0.061 0.021
N 0.072 0.454 -0.080
C 0.191 -0.168 0.215
N 0.069 0.036 0.109
S 0.010 -0.004 -0.061
H -0.026 0.013 -0.008
H -0.017 -0.025 -0.010
H 0.020 0.006 -0.008
H 0.016 0.013 -0.035
H -0.021 0.011 0.003
H -0.097 -0.085 -0.013
H 0.022 -0.030 -0.020
Br -0.010 -0.012 -0.006
C 0.022 0.018 -0.011
C -0.018 -0.062 0.022
C -0.013 0.022 -0.009
C -0.032 -0.068 0.013
C 0.080 -0.012 0.025
C -0.038 0.104 -0.045
I 0.187 -0.186 0.076
H 0.032 -0.013 0.009
H 0.029 0.038 -0.010
H -0.025 0.061 -0.018
H -0.050 0.009 0.001
S 0.022 -0.088 0.005
Sb 0.107 0.041 0.188
C -0.045 0.034 0.022
C -0.022 0.001 0.040
C -0.033 -0.025 0.029
C 0.006 -0.014 -0.006
C 0.015 -0.013 -0.023
C 0.015 -0.002 -0.101
C 0.045 0.009 -0.015
C 0.016 0.104 0.020
C 0.009 0.024 0.084
C 0.009 0.007 -0.049
C -0.015 -0.010 -0.023
C -0.062 -0.051 -0.057
C -0.108 -0.134 0.001
C 0.019 -0.100 -0.066
C -0.002 -0.082 -0.020
C -0.002 -0.039 -0.005
C -0.003 0.031 -0.041
C 0.029 0.104 -0.025
H 0.002 0.020 0.017
H -0.004 0.000 0.013
H -0.002 -0.040 0.002
H 0.014 -0.009 -0.009
H 0.018 0.005 -0.001
H 0.004 -0.006 0.037
H 0.009 -0.017 0.011
H 0.022 0.009 -0.020
H -0.004 -0.001 -0.008
H -0.024 0.007 0.014
H -0.001 -0.011 -0.016
H -0.036 -0.015 0.028
H -0.037 -0.008 -0.024
H 0.000 0.013 -0.025
H 0.020 -0.016 0.000

The energy relative to the best compared isomer or geometry (same formula, charge and spin) is 83.28 kJ/mol. The HOMO-LUMO gap is 7.0 eV. As for the spin multiplicity: 1. The total charge is +1.